--- P ---
Computed, not measured: a 2-piece molecular cluster, C3HF6O2S overall, with ωB97M-V with the def2-TZVPD basis set.

Computed properties:
**Kohn-Sham gap (alpha / beta)**: 6.65 / 7.66 eV
**Charge**: -1

Last column: Mulliken charge in e.
Element x y z (Å)
C (-1.527, -0.451, -0.093)  0.329
C (-0.403, -1.447, -0.421)  0.243
C (2.166, -1.136, 0.408)  0.328
O (3.401, 1.324, 1.140)  -0.537
O (2.797, 1.109, -1.266)  -0.566
F (-2.840, -0.557, -0.543)  -0.296
F (-1.579, -0.301, 1.217)  -0.235
F (-0.308, -1.570, -1.858)  -0.288
F (-0.711, -2.714, 0.090)  -0.271
F (2.317, -1.400, 1.724)  -0.210
F (2.702, -2.258, -0.176)  -0.209
S (3.369, 0.471, -0.034)  0.562
H (-1.202, 0.411, -0.661)  0.148

=====

--- Q ---
Computed, not measured: an isolated ion of composition C3HF6O2S and charge -1, with ωB97M-V with the def2-TZVPD basis set.

Computed properties:
**Kohn-Sham gap**: 8.22 eV
**Charge**: -1

Last column: Mulliken charge in e.
Element x y z (Å)
C (1.480, -0.129, 0.053)  0.493
C (0.303, 0.849, -0.298)  0.577
C (-0.929, 0.501, 0.521)  0.285
O (-0.449, -2.279, 0.314)  -0.677
O (-2.237, -1.350, -1.125)  -0.529
F (2.497, -0.140, -0.902)  -0.321
F (2.062, 0.175, 1.197)  -0.277
F (0.092, 0.619, -1.597)  -0.264
F (0.722, 2.201, -0.259)  -0.352
F (-0.812, 0.782, 1.904)  -0.323
F (-1.912, 1.343, 0.094)  -0.280
S (-1.673, -1.460, 0.191)  0.507
H (0.853, -1.111, -0.093)  0.163

=====

It comes down to Q, which is 3.372 eV more stable than the next structure.

=====

--- P ---
Computed, not measured: a 2-piece molecular cluster, CH4NO3 overall, with ωB97M-V with the def2-TZVPD basis set.

Computed properties:
**Kohn-Sham gap**: 9.39 eV
**Charge**: -1

Last column: Mulliken charge in e.
Element x y z (Å)
C (-0.698, 0.830, -1.239)  0.061
N (1.134, -0.747, 1.365)  -0.589
O (-0.001, -1.481, 1.053)  -0.390
O (0.450, 0.803, -0.806)  -0.654
O (-1.430, -0.137, -1.478)  -0.680
H (-0.554, -0.961, 0.293)  0.315
H (-1.106, 1.842, -1.492)  0.317
H (1.418, -0.266, 0.469)  0.391
H (0.789, 0.118, 1.835)  0.229

=====

--- Q ---
Computed, not measured: a 2-piece molecular cluster, CH4NO3 overall, with ωB97M-V with the def2-TZVPD basis set.

Computed properties:
**Kohn-Sham gap (alpha / beta)**: 8.03 / 8.01 eV
**Charge**: -1

Last column: Mulliken charge in e.
Element x y z (Å)
C (0.554, -0.659, -0.259)  -0.209
N (-1.482, 1.003, 0.961)  -0.309
O (-1.449, 0.611, -0.283)  -0.290
O (1.726, 0.154, -0.903)  -0.553
O (0.665, -0.621, 0.996)  -0.676
H (-0.358, -0.040, -0.645)  0.262
H (0.584, -1.546, -0.790)  0.302
H (-1.607, 0.153, 1.541)  0.183
H (1.367, 0.946, -0.618)  0.290

=====

It comes down to P, which is 3.653 eV more stable than the next structure.

=====

--- P ---
Computed, not measured: one molecule with the formula C2H3IOS, with ωB97M-V with the def2-TZVPD basis set.

Computed properties:
**Kohn-Sham gap (alpha / beta)**: 7.38 / 7.38 eV

Last column: Mulliken charge in e.
Element x y z (Å)
C (-0.217, -1.063, 0.222)  -0.726
C (-1.454, -0.538, 0.190)  0.268
O (-1.888, 0.722, 0.352)  -0.467
S (2.961, 1.201, 0.403)  -0.406
I (1.780, -0.946, 0.046)  0.597
H (-2.208, -1.203, 0.282)  0.312
H (4.048, 0.336, 0.379)  0.124
H (-1.211, 1.347, 0.551)  0.298

=====

--- Q ---
Computed, not measured: a 2-piece molecular cluster, C2H3IOS overall, with ωB97M-V with the def2-TZVPD basis set.

Computed properties:
**SMILES**: OC=C=S.I
**Kohn-Sham gap**: 7.40 eV

Last column: Mulliken charge in e.
Element x y z (Å)
C (0.368, 0.517, 1.726)  0.182
C (0.021, 0.301, 0.432)  0.014
O (-0.748, -0.746, -0.048)  -0.455
S (0.566, 0.899, 3.225)  -0.269
I (-3.134, 1.101, 1.614)  -0.148
H (-1.603, 0.125, 1.335)  0.081
H (0.508, 0.917, -0.333)  0.272
H (-0.433, -1.281, -0.815)  0.323

=====

It comes down to Q, which is 1.714 eV more stable than the next structure.